(1)
{
  "formula": "C18H21N7O2",
  "method": "ωB97M-V with the def2-TZVPD basis set",
  "elements": ["C", "O", "C", "C", "C", "C", "C", "C", "C", "O", "N", "C", "C", "C", "N", "C", "N", "N", "N", "N", "C", "C", "C", "C", "N", "C", "C", "H", "H", "H", "H", "H", "H", "H", "H", "H", "H", "H", "H", "H", "H", "H", "H", "H", "H", "H", "H", "H"],
  "positions_angstrom": [[1.63471, 2.79688, -6.92625], [0.88519, 3.32513, -5.83676], [0.57873, 2.45092, -4.84156], [0.14654, 3.02631, -3.65378], [-0.14145, 2.26388, -2.52118], [-0.00047, 0.86755, -2.60744], [-0.25579, 0.04034, -1.49751], [-0.10999, -1.33649, -1.64922], [-0.40135, -2.26492, -0.53229], [-0.45886, -3.48175, -0.66967], [-0.40497, -1.83708, 0.78946], [-0.16144, -2.74310, 1.91972], [0.92147, -2.15432, 2.81831], [0.35034, -1.44277, 4.05955], [-0.88584, -0.71478, 3.70544], [-0.76607, 0.59556, 3.14155], [-1.18703, 0.89729, 1.96314], [-0.87398, 2.17912, 1.71804], [-0.24213, 2.67511, 2.68494], [-0.14737, 1.73442, 3.60498], [0.36817, 1.95385, 4.97545], [-2.00615, -1.57864, 3.27762], [-1.50137, -2.89279, 2.67544], [0.27133, -1.85753, -2.89269], [0.57730, -1.07366, -3.95859], [0.41297, 0.24877, -3.78951], [0.71911, 1.07860, -4.90116], [2.52488, 2.30257, -6.55428], [1.03419, 2.11969, -7.55099], [1.92103, 3.62020, -7.63002], [0.01616, 4.10308, -3.56539], [-0.47220, 2.73003, -1.58747], [-0.56792, 0.46553, -0.56412], [-0.34583, -0.81225, 0.91687], [0.17212, -3.73430, 1.54867], [1.56642, -2.95410, 3.19927], [1.54834, -1.48153, 2.24981], [0.13716, -2.19394, 4.81928], [1.13983, -0.74936, 4.44140], [0.19777, 1.10368, 5.62072], [-0.10439, 2.79198, 5.43070], [1.44081, 2.19624, 4.91400], [-2.67006, -1.74260, 4.13247], [-2.65315, -1.10620, 2.52660], [-2.25143, -3.30625, 1.94075], [-1.36742, -3.64171, 3.46198], [0.31768, -2.94215, -3.06952], [1.09440, 0.47546, -5.73675]],
  "forces_ev_per_angstrom": [[-0.268, 0.581, -0.998], [0.137, -0.072, -0.327], [0.591, -1.068, -0.666], [-1.033, 0.408, 2.633], [0.304, 1.058, -1.552], [-0.430, -0.485, 1.589], [0.376, -1.104, -0.834], [-0.783, 1.172, 0.601], [0.886, -1.987, 2.312], [-0.235, 0.020, -1.238], [0.379, 1.783, -1.569], [-0.841, 0.302, -0.328], [0.167, -0.336, 0.869], [0.410, 0.657, -0.765], [0.425, 2.092, 0.319], [0.721, -1.296, 0.762], [-0.983, -0.246, -1.682], [-0.451, -0.031, -1.159], [0.504, 1.012, 0.658], [-0.107, -2.257, 2.681], [0.957, 0.303, -1.122], [-0.258, 0.204, -0.482], [-0.158, -1.034, -0.470], [0.509, 0.686, -2.058], [-0.722, -1.806, 1.913], [0.422, 1.092, -0.883], [0.294, -0.475, -0.552], [0.183, -0.176, -0.043], [0.088, -0.124, 0.412], [-0.243, -0.404, 1.036], [0.165, -0.153, -0.323], [0.148, -0.174, -0.386], [-0.172, 0.269, 0.314], [-0.078, -1.112, 0.391], [-0.418, 0.793, -0.119], [0.045, 0.039, -0.183], [0.170, 0.190, -0.210], [-0.198, 0.224, 0.190], [-0.851, -0.440, -0.061], [-0.067, -0.392, -0.309], [-0.585, 0.719, 0.114], [-0.334, -0.306, 0.081], [0.203, -0.239, 0.062], [0.603, 0.379, 0.186], [0.695, 0.429, 0.863], [-0.056, -0.045, -0.008], [0.075, 0.585, 0.322], [-0.189, 0.763, 0.022]],
  "spin_multiplicity": 1,
  "homo_lumo_gap_ev": 8.563,
  "e_above_lowest_kj_mol": 85.8,
  "smiles": "COc1ccc2cc(C(=O)NC3CCN(c4nnnn4C)CC3)cnc2c1"
}

***

(2)
{
  "formula": "C18H21N7O3Pd",
  "method": "ωB97M-V with the def2-TZVPD basis set",
  "elements": ["Pd", "O", "C", "C", "C", "C", "C", "C", "C", "O", "N", "N", "C", "C", "C", "C", "C", "C", "C", "O", "H", "H", "H", "H", "H", "H", "H", "H", "H", "H", "C", "N", "C", "C", "N", "N", "C", "N", "N", "H", "H", "H", "H", "H", "H", "H", "H", "H", "H", "H"],
  "positions_angstrom": [[0.93524, -0.84395, 0.49100], [0.69076, -0.63884, -4.67899], [-0.36192, 0.10411, -4.74321], [-0.77938, 0.68663, -5.97534], [-1.90200, 1.48241, -6.06829], [-2.68598, 1.74552, -4.94138], [-2.31305, 1.18447, -3.72918], [-1.18712, 0.37894, -3.60039], [-0.83480, -0.20995, -2.27938], [0.19703, -1.04920, -2.26765], [-1.50363, 0.14178, -1.24155], [-1.18908, -0.30033, 0.05683], [-1.03548, -1.59304, 0.27875], [-1.26664, -2.18190, 1.63399], [-2.40200, -1.87108, 2.35948], [-2.66348, -2.44962, 3.60508], [-1.75554, -3.38528, 4.09682], [-0.61834, -3.72873, 3.38229], [-0.29850, -3.12426, 2.12947], [0.78703, -3.35569, 1.50016], [0.63657, -0.96506, -3.19564], [-0.17429, 0.47530, -6.85111], [-2.17479, 1.90989, -7.02919], [-3.57031, 2.36786, -5.01654], [-2.89558, 1.36789, -2.83357], [-1.13005, -2.29082, -0.55274], [-3.09301, -1.14555, 1.94024], [-3.55079, -2.18118, 4.16697], [-1.93601, -3.84708, 5.06430], [0.09163, -4.44359, 3.78715], [0.80745, 0.08688, 3.53705], [1.51863, 1.11447, 2.79262], [2.67725, 1.58438, 3.53911], [1.92112, 0.74377, 1.43714], [2.82276, -0.19549, 1.15481], [1.92179, 1.99733, 0.69446], [1.95416, 2.13456, -0.69051], [1.46986, 3.40525, -1.06682], [2.33404, 1.22743, -1.48502], [0.48807, 0.51312, 4.49247], [1.42104, -0.80303, 3.74307], [-0.06887, -0.22690, 2.98198], [2.34933, 1.97937, 4.50394], [3.17951, 2.37656, 2.98103], [3.41225, 0.78448, 3.72877], [2.92761, -0.82562, 1.94971], [1.21350, 2.58109, 1.11275], [1.69122, 4.14125, -0.41551], [1.68680, 3.64585, -2.01846], [2.25598, 1.49560, -2.46095]],
  "forces_ev_per_angstrom": [[0.610, -0.303, 0.084], [0.009, 0.180, 0.114], [-0.043, -0.159, 0.040], [-0.035, 0.063, -0.039], [0.051, -0.041, 0.111], [-0.012, -0.004, -0.081], [0.012, 0.045, 0.024], [0.005, 0.017, -0.143], [0.205, -0.004, 0.179], [0.089, 0.118, -0.050], [-0.216, -0.037, 0.124], [-0.111, -0.009, -0.008], [-0.686, 0.029, -0.012], [-0.047, 0.084, -0.043], [0.016, 0.082, 0.053], [-0.010, 0.003, -0.024], [0.071, 0.040, -0.108], [-0.088, -0.019, 0.120], [0.149, 0.017, -0.082], [-0.090, 0.096, -0.027], [-0.160, -0.198, -0.038], [0.022, -0.003, 0.033], [-0.012, -0.005, -0.017], [0.006, 0.003, 0.024], [0.031, -0.022, -0.008], [0.247, -0.047, -0.132], [0.026, 0.007, -0.005], [-0.002, -0.003, -0.005], [0.004, -0.030, 0.011], [0.007, 0.007, -0.024], [0.064, 0.054, -0.047], [0.060, -0.086, 0.000], [-0.010, 0.021, -0.039], [0.098, 0.563, -0.133], [-0.049, -0.014, -0.229], [0.015, -0.215, 0.078], [-0.084, -0.075, 0.121], [-0.130, -0.010, 0.076], [0.145, -0.261, 0.099], [0.031, -0.014, 0.019], [-0.002, -0.032, -0.001], [-0.103, -0.075, -0.065], [0.005, 0.030, 0.006], [-0.013, -0.022, 0.016], [-0.026, -0.015, 0.016], [-0.020, 0.050, 0.119], [-0.081, 0.014, -0.028], [0.062, 0.052, -0.015], [0.023, 0.020, -0.053], [-0.035, 0.108, -0.010]],
  "spin_multiplicity": 1,
  "homo_lumo_gap_ev": 6.093,
  "e_above_lowest_kj_mol": 18.8,
  "total_charge": -2
}